89
Properties=species:S:1:pos:R:3:forces:R:3 method="wB97M-V/def2-TZVPD" total_charge=0 spin_multiplicity=1 homo_ev=-9.0210 de_lowest_ev=0.0000 gap_ha=0.3501 smiles="[H]/N=C/CCOCCOCS(=O)(=O)C(F)(F)C(F)(F)C(F)(F)C(F)(F)F.C1CCOC1.C1CCOC1.C1CCOC1.C1CCOC1"
N 1.848 -1.150 -0.914 0.0 -0.1 0.1
C 1.596 -2.250 -1.495 -0.1 0.3 0.0
C 1.028 -2.262 -2.871 0.6 -0.1 0.1
C 2.091 -2.326 -3.988 -0.7 -0.1 0.1
O 2.310 -1.072 -4.576 0.3 0.0 -0.1
C 3.179 -0.251 -3.844 -0.1 0.6 -0.1
C 2.521 1.052 -3.331 -0.2 -0.3 0.0
O 1.160 1.185 -3.744 -0.2 -0.3 -0.1
C 0.378 1.664 -2.697 0.4 -0.3 -0.2
S -1.174 2.312 -3.359 0.3 1.6 -0.7
O -1.417 3.564 -2.697 -0.2 -0.4 0.5
O -1.151 2.320 -4.787 -0.2 -0.6 0.1
C -2.541 1.227 -2.720 0.2 -0.4 0.3
F -2.382 1.257 -1.374 -0.3 0.0 -0.2
F -3.715 1.784 -3.040 0.5 0.0 0.0
C -2.555 -0.286 -3.127 -0.6 0.1 0.3
F -3.809 -0.741 -2.871 0.2 0.1 0.1
F -1.700 -0.949 -2.324 0.0 0.2 -0.2
C -2.262 -0.609 -4.603 0.2 0.0 -0.4
F -2.988 0.232 -5.382 0.4 -0.4 0.3
F -0.939 -0.462 -4.844 -0.7 -0.1 0.1
C -2.654 -2.065 -5.006 0.3 0.0 -0.6
F -3.975 -2.224 -5.069 0.4 0.0 0.1
F -2.131 -2.952 -4.150 -0.2 0.2 -0.2
F -2.138 -2.295 -6.229 -0.3 0.0 0.6
H 2.234 -1.324 0.009 0.1 0.1 0.2
H 1.773 -3.210 -1.012 0.1 -0.2 0.0
H 0.370 -3.112 -2.988 -0.3 -0.1 0.0
H 0.510 -1.325 -3.001 -0.3 0.1 -0.2
H 3.005 -2.780 -3.617 0.3 0.0 0.0
H 1.694 -2.966 -4.760 0.1 -0.2 -0.4
H 4.023 0.020 -4.472 0.2 0.0 -0.3
H 3.571 -0.776 -2.982 0.1 -0.2 0.2
H 3.057 1.920 -3.696 0.2 0.2 0.0
H 2.550 1.017 -2.247 0.1 0.1 0.2
H 0.827 2.543 -2.245 -0.1 0.3 0.2
H 0.234 0.902 -1.927 -0.3 0.0 0.2
C -2.173 4.173 2.395 0.0 0.0 -0.1
C -2.129 2.742 1.866 0.0 -0.1 0.1
C -0.866 2.765 1.019 0.0 0.1 -0.2
O 0.017 3.705 1.633 0.0 0.0 0.0
C -0.694 4.464 2.618 0.0 -0.1 0.1
H -2.765 4.290 3.301 0.0 0.0 0.0
H -2.579 4.841 1.632 0.0 0.0 0.0
H -2.013 2.039 2.696 0.0 0.0 0.0
H -3.013 2.455 1.298 0.0 0.0 0.0
H -1.080 3.103 -0.001 0.0 0.0 0.0
H -0.374 1.791 0.967 0.0 0.0 0.0
H -0.371 4.140 3.611 0.0 0.1 0.0
H -0.446 5.519 2.508 0.1 0.0 0.0
C 2.354 5.747 7.141 0.0 0.1 0.0
C 1.006 6.007 7.809 0.0 -0.1 0.0
C 0.175 6.510 6.637 0.1 0.1 0.0
O 0.684 5.858 5.472 0.0 0.0 0.1
C 1.925 5.217 5.780 -0.1 -0.1 0.0
H 2.986 5.047 7.685 0.0 0.0 0.0
H 2.902 6.684 7.026 0.0 0.0 0.0
H 0.592 5.072 8.193 0.0 0.0 0.0
H 1.053 6.720 8.631 0.0 0.0 0.0
H 0.284 7.593 6.508 0.0 0.0 0.0
H -0.887 6.281 6.739 0.0 0.0 0.0
H 1.761 4.134 5.808 0.1 0.0 0.0
H 2.644 5.436 4.990 0.0 0.0 0.0
C -3.734 -1.019 4.596 0.0 0.0 -0.1
C -3.668 -2.444 4.053 0.0 0.0 0.1
C -2.405 -2.391 3.204 0.0 0.1 -0.1
O -1.538 -1.443 3.830 0.0 0.0 0.0
C -2.261 -0.708 4.821 0.0 -0.1 0.0
H -4.329 -0.919 5.502 0.0 0.0 0.0
H -4.150 -0.349 3.840 0.0 0.0 0.0
H -3.542 -3.153 4.874 0.0 0.0 0.0
H -4.548 -2.738 3.482 0.0 0.0 0.0
H -2.624 -2.045 2.187 0.0 0.0 0.0
H -1.895 -3.352 3.139 0.0 0.0 0.0
H -1.930 -1.041 5.811 0.0 0.0 0.0
H -2.031 0.353 4.718 0.1 0.0 0.0
C 3.863 -7.047 -3.451 0.0 0.0 0.1
C 2.466 -7.663 -3.487 0.0 0.0 -0.1
C 1.591 -6.461 -3.161 0.0 0.0 0.1
O 2.271 -5.313 -3.682 0.0 -0.1 0.1
C 3.609 -5.671 -4.049 -0.1 0.0 -0.1
H 4.607 -7.615 -4.005 0.0 0.0 0.0
H 4.205 -6.954 -2.418 0.0 0.0 0.0
H 2.244 -8.029 -4.491 0.0 0.0 0.0
H 2.329 -8.485 -2.787 0.0 0.0 0.0
H 1.475 -6.336 -2.079 0.0 0.0 0.0
H 0.600 -6.521 -3.611 0.0 0.1 0.0
H 3.676 -5.693 -5.141 0.0 0.0 0.0
H 4.298 -4.912 -3.676 0.0 0.0 0.0



68
Properties=species:S:1:pos:R:3:forces:R:3 method="wB97M-V/def2-TZVPD" total_charge=0 spin_multiplicity=1 homo_ev=-8.9023 de_lowest_ev=0.8601 gap_ha=0.3503 smiles="Cc1cc(C)cc(N(C(=O)CNC(=O)c2ccco2)[C@@H](C(=O)NC2CCCCC2)c2ccncc2)c1"
C -1.442 0.262 5.457 0.1 0.0 0.0
C -1.563 0.737 4.042 0.0 0.0 0.0
C -2.444 1.751 3.696 0.1 0.0 -0.1
C -2.542 2.220 2.391 0.1 0.0 0.0
C -1.733 1.657 1.415 0.0 -0.1 0.1
C -0.848 0.643 1.750 -0.4 0.0 0.3
C -0.763 0.180 3.053 -0.2 0.1 -0.1
H -0.066 -0.608 3.298 0.1 -0.1 0.0
N 0.021 0.106 0.758 0.4 0.3 0.2
C -0.359 -0.807 -0.153 -0.5 -0.4 0.1
O 0.381 -1.193 -1.044 0.1 0.0 -0.2
C -1.773 -1.347 0.011 -0.2 -0.1 -0.1
N -1.948 -2.492 -0.841 0.3 0.2 -0.2
C -2.494 -3.642 -0.380 0.0 0.4 -0.2
O -3.022 -3.743 0.713 -0.1 -0.2 0.0
C -2.435 -4.759 -1.336 -0.5 -1.1 0.5
C -2.926 -6.034 -1.221 0.2 0.9 0.1
C -2.592 -6.695 -2.422 0.3 0.3 -0.4
C -1.924 -5.779 -3.178 -0.2 -0.8 -0.1
O -1.822 -4.609 -2.536 0.1 0.5 0.0
H -1.487 -5.841 -4.156 0.1 0.1 -0.1
H -2.816 -7.708 -2.686 0.0 -0.2 -0.1
H -3.455 -6.428 -0.378 -0.1 0.0 0.2
H -1.365 -2.508 -1.668 -0.1 -0.1 0.1
H -2.484 -0.554 -0.252 0.1 0.0 0.2
H -1.967 -1.650 1.045 0.0 0.1 -0.1
C 1.359 0.684 0.594 0.0 -0.1 -0.4
C 1.749 1.486 1.805 0.3 0.1 0.1
C 1.255 2.765 2.031 0.2 0.0 0.0
C 1.611 3.413 3.203 -0.2 0.1 -0.3
N 2.398 2.882 4.123 0.2 0.2 0.5
C 2.882 1.674 3.899 0.1 -0.3 0.0
C 2.593 0.935 2.762 -0.1 0.1 -0.1
H 3.008 -0.054 2.632 0.0 -0.1 0.0
H 3.527 1.277 4.671 0.1 -0.1 0.0
H 1.243 4.406 3.421 -0.1 0.1 -0.1
H 0.611 3.239 1.309 -0.1 0.0 0.0
H 2.054 -0.155 0.461 -0.1 0.2 0.0
C 1.338 1.541 -0.688 0.5 -0.5 0.2
O 0.522 2.426 -0.852 -0.4 0.2 0.0
N 2.295 1.228 -1.574 0.3 0.0 -0.2
H 2.839 0.391 -1.435 -0.2 0.0 0.1
C 2.374 1.830 -2.891 0.2 0.0 -0.1
C 3.774 2.391 -3.139 -0.3 0.3 -0.1
C 3.845 3.032 -4.522 0.2 -0.3 0.0
C 3.478 2.019 -5.603 -0.2 0.3 -0.1
C 2.085 1.451 -5.351 0.3 -0.2 0.0
C 2.013 0.807 -3.970 -0.3 0.3 0.0
H 2.714 -0.030 -3.918 0.0 -0.1 0.0
H 1.012 0.417 -3.779 0.0 -0.1 0.1
H 1.348 2.255 -5.414 -0.1 0.0 0.0
H 1.840 0.711 -6.115 -0.1 0.0 0.0
H 4.208 1.206 -5.600 0.1 0.0 0.0
H 3.513 2.496 -6.584 0.1 -0.1 0.0
H 3.150 3.874 -4.564 0.0 0.1 0.0
H 4.850 3.419 -4.698 0.0 0.1 0.0
H 4.016 3.125 -2.369 0.0 -0.1 0.1
H 4.503 1.579 -3.075 0.1 -0.1 0.0
H 1.643 2.645 -2.895 0.1 -0.1 0.0
H -1.758 2.020 0.398 0.0 0.1 -0.1
C -3.510 3.307 2.043 -0.1 0.0 0.0
H -3.216 3.808 1.125 0.0 0.1 -0.1
H -3.572 4.041 2.844 0.0 0.1 0.0
H -4.505 2.886 1.898 -0.1 0.1 0.0
H -3.067 2.193 4.460 -0.1 0.1 0.1
H -2.268 0.624 6.063 0.0 0.0 0.1
H -1.426 -0.825 5.496 0.0 -0.1 0.1
H -0.511 0.627 5.890 0.0 0.0 0.1



106
Properties=species:S:1:pos:R:3:forces:R:3 method="wB97M-V/def2-TZVPD" total_charge=0 spin_multiplicity=1 homo_ev=-6.1750 gap_ha=0.2082
Sr 0.168 0.120 -0.082 0.0 0.6 -0.4
C 5.662 4.842 -3.447 0.0 0.0 0.0
C 4.973 5.475 -2.422 0.0 0.0 0.0
C 3.994 4.793 -1.711 0.0 0.0 0.0
C 3.691 3.471 -2.018 0.0 -0.2 -0.1
C 4.389 2.843 -3.048 0.0 0.1 0.0
C 5.369 3.522 -3.759 0.0 0.0 0.0
C 2.642 2.703 -1.273 0.1 0.1 0.0
C 1.304 2.972 -1.629 0.0 0.0 0.1
C 0.858 4.003 -2.559 0.0 -0.1 0.0
C -0.495 3.992 -2.543 -0.1 0.0 0.0
C -0.905 2.962 -1.593 0.0 0.1 0.0
C -2.233 2.697 -1.194 -0.1 0.0 0.0
C -3.306 3.450 -1.919 0.0 -0.1 0.0
C -3.569 4.787 -1.641 0.0 0.1 0.0
C -4.576 5.467 -2.313 0.0 0.0 0.0
C -5.338 4.816 -3.274 0.0 0.0 0.0
C -5.085 3.482 -3.559 0.0 0.0 0.0
C -4.076 2.807 -2.886 0.0 0.0 0.0
C -2.693 1.856 -0.144 0.0 0.1 0.0
N -1.924 1.063 0.635 0.2 0.1 0.0
C -2.689 0.512 1.612 0.1 0.0 0.0
C -2.206 -0.329 2.642 0.0 0.0 0.1
C -3.229 -0.868 3.589 0.0 0.0 0.0
C -3.174 -0.533 4.941 0.0 0.0 0.0
C -4.117 -1.021 5.834 0.0 0.0 0.0
C -5.133 -1.855 5.387 0.0 0.0 0.0
C -5.202 -2.195 4.044 0.0 0.0 0.0
C -4.257 -1.703 3.154 0.0 0.0 0.0
C -0.858 -0.687 2.916 -0.1 0.1 0.0
C -0.414 -1.648 3.913 0.0 0.0 0.0
C 0.940 -1.699 3.839 0.0 0.0 0.0
C 1.342 -0.768 2.799 0.0 0.2 0.0
N 0.231 -0.188 2.282 0.0 0.2 0.1
C 2.678 -0.486 2.413 0.0 -0.1 0.1
C 3.134 0.387 1.404 0.0 0.0 0.0
C 4.512 0.807 1.192 0.0 0.0 0.0
C 4.502 1.702 0.174 -0.1 0.0 -0.1
C 3.118 1.831 -0.263 0.0 0.1 0.0
N 2.353 1.019 0.494 -0.5 0.0 0.1
C 3.743 -1.195 3.189 0.0 0.0 -0.1
C 4.451 -2.238 2.597 0.0 0.0 0.0
C 5.438 -2.914 3.301 0.0 0.0 0.0
C 5.730 -2.549 4.609 0.0 0.0 0.0
C 5.032 -1.509 5.206 0.0 0.0 0.0
C 4.044 -0.837 4.499 0.0 0.0 0.0
C -4.058 0.967 1.427 0.0 0.0 0.0
C -4.062 1.785 0.343 0.1 0.0 0.0
N 0.212 2.362 -1.110 -0.1 -0.2 0.4
H 6.425 5.374 -3.999 0.0 0.0 0.0
H 5.199 6.503 -2.171 0.0 0.0 0.0
H 3.457 5.286 -0.909 0.0 0.0 0.0
H 4.153 1.812 -3.283 0.0 0.0 0.0
H 5.900 3.017 -4.556 0.0 0.0 0.0
H 1.494 4.660 -3.132 0.0 0.0 0.0
H -1.154 4.639 -3.101 0.0 0.0 0.0
H -2.979 5.298 -0.889 0.0 0.0 0.0
H -4.768 6.507 -2.082 0.0 0.0 0.0
H -6.124 5.345 -3.797 0.0 0.0 0.0
H -5.672 2.964 -4.307 0.0 0.0 0.0
H -3.875 1.765 -3.108 0.0 0.0 0.0
H -2.380 0.121 5.279 0.0 0.0 0.0
H -4.059 -0.746 6.879 0.0 0.0 0.0
H -5.870 -2.235 6.084 0.0 0.0 0.0
H -5.991 -2.844 3.686 0.0 0.0 0.0
H -4.315 -1.967 2.105 0.0 0.0 0.0
H -1.053 -2.211 4.575 0.0 0.0 0.0
H 1.605 -2.309 4.431 0.0 0.0 0.0
H 5.368 0.491 1.769 0.0 0.0 0.0
H 5.342 2.245 -0.230 0.0 0.0 0.0
H 4.217 -2.513 1.576 0.0 0.0 0.0
H 5.979 -3.725 2.830 0.0 0.0 0.0
H 6.499 -3.074 5.162 0.0 0.0 0.0
H 5.256 -1.216 6.224 0.0 0.0 0.0
H 3.495 -0.025 4.961 0.0 0.0 0.0
H -4.897 0.732 2.062 0.0 0.0 0.0
H -4.901 2.329 -0.062 0.0 0.0 0.0
C 0.000 -3.121 -4.007 -0.1 0.0 0.0
N 0.315 -2.316 -2.833 0.0 -0.1 -0.3
C 1.563 -1.567 -2.981 0.0 0.0 0.1
P -0.240 -2.838 -1.361 0.8 0.7 0.7
O 0.587 -2.181 -0.292 -0.1 -1.4 -0.7
N -0.206 -4.467 -1.195 -0.2 -0.3 0.0
C 1.002 -5.137 -0.729 0.0 0.1 0.0
C -1.212 -5.349 -1.761 0.0 0.0 0.0
N -1.814 -2.361 -1.295 -0.2 -0.1 -0.1
C -2.626 -1.892 -2.411 0.1 0.0 0.1
C -2.596 -2.740 -0.115 0.1 0.1 -0.1
H -0.081 -2.484 -4.890 0.0 0.0 0.0
H -0.957 -3.629 -3.885 0.0 0.0 0.0
H 0.765 -3.882 -4.196 0.0 0.0 0.0
H 1.480 -0.906 -3.845 0.0 0.0 0.0
H 2.414 -2.239 -3.133 0.0 0.0 0.0
H 1.790 -0.961 -2.105 -0.1 -0.1 0.0
H 1.667 -4.413 -0.264 0.0 0.0 0.0
H 1.521 -5.637 -1.552 0.0 0.0 0.0
H 0.736 -5.884 0.022 0.0 0.0 0.0
H -2.093 -4.787 -2.065 0.0 0.0 0.0
H -1.526 -6.085 -1.017 0.0 0.0 0.0
H -0.832 -5.887 -2.635 0.0 0.0 0.0
H -1.994 -1.489 -3.198 0.0 0.0 0.0
H -3.278 -1.091 -2.055 0.0 0.0 0.0
H -3.253 -2.694 -2.817 0.0 0.0 0.0
H -1.942 -2.954 0.730 0.0 0.0 0.0
H -3.227 -3.611 -0.319 0.0 0.0 0.0
H -3.226 -1.894 0.161 0.0 0.0 0.0